Entry 1:
A structure of composition C20H32F6HfN6O5S2Si. Source: the Open Molecules 2025 dataset; level of theory: ωB97M-V/def2-TZVPD.

Calculated values
Relative energy (zero: lowest compared OMol25 entry of this formula, charge and spin)   4.25 kcal per mole
Gap between HOMO and LUMO   8.09 eV
DFT total energy   -3218.814961 a.u.
Charge   +2
Strongest force on any atom   0.82 eV Å⁻¹
Multiplicity   1

```
73
Properties=species:S:1:pos:R:3:lowdin_charge:R:1
Hf -0.346 0.244 0.339 1.752
C 2.901 -1.804 1.468 -0.027
C 2.997 -0.375 1.018 -0.309
C 4.161 0.352 1.136 -0.012
C 4.187 1.679 0.705 -0.007
C 3.068 2.265 0.153 0.002
C 1.928 1.480 0.016 -0.423
N 1.910 0.191 0.455 -0.001
N 0.693 1.820 -0.479 -0.187
Si 0.436 2.768 -1.978 0.440
C -0.108 4.494 -1.585 -0.146
C 2.014 2.738 -2.961 -0.156
C -0.892 1.825 -2.912 -0.160
H 3.638 -2.410 0.941 0.093
H 1.907 -2.208 1.287 0.055
H 3.128 -1.892 2.531 0.091
H 5.043 -0.111 1.556 0.127
H 5.098 2.255 0.811 0.128
H 3.060 3.297 -0.164 0.120
H 0.675 5.066 -1.085 0.043
H -0.990 4.495 -0.945 0.013
H -0.367 5.024 -2.505 0.051
H 2.810 3.337 -2.518 0.032
H 1.813 3.155 -3.951 0.049
H 2.391 1.722 -3.106 0.042
H -1.892 2.046 -2.539 0.027
H -0.730 0.743 -2.884 0.011
H -0.870 2.124 -3.962 0.050
F -2.321 4.471 1.175 0.187
C -3.290 3.592 1.324 -0.687
F -3.899 3.760 2.473 0.205
F -4.134 3.643 0.317 0.201
S -2.512 1.905 1.308 0.668
O -2.145 1.582 -0.087 -0.399
O -1.281 1.891 2.087 -0.308
N -3.645 0.992 1.851 -0.256
S -3.581 -0.531 1.425 0.686
O -4.222 -1.381 2.351 -0.188
O -2.192 -0.886 1.046 -0.427
C -4.516 -0.624 -0.196 -0.665
F -5.395 0.350 -0.260 0.192
F -5.106 -1.801 -0.256 0.186
F -3.656 -0.510 -1.209 0.131
O -0.333 -1.277 -1.057 -0.126
C -0.562 -2.506 -1.299 -0.402
C -1.711 -2.933 -2.145 -0.060
C -1.036 -3.485 -3.437 -0.139
C 0.324 -2.843 -3.818 -0.161
C 1.574 -3.446 -3.136 -0.152
C 1.711 -3.137 -1.641 -0.130
N 0.376 -3.406 -1.041 0.126
H -2.339 -2.073 -2.353 0.112
H -2.319 -3.703 -1.666 0.145
H -1.745 -3.343 -4.251 0.125
H -0.897 -4.564 -3.339 0.120
H 0.289 -1.759 -3.666 0.113
H 0.455 -2.983 -4.891 0.123
H 2.472 -3.089 -3.641 0.125
H 1.553 -4.531 -3.273 0.125
H 1.957 -2.094 -1.457 0.109
H 2.454 -3.767 -1.159 0.126
H 0.071 -4.351 -1.247 0.160
C -1.031 -0.419 5.620 0.024
N 0.173 -0.170 4.809 -0.145
C 1.398 0.262 5.499 0.016
C 0.151 -0.337 3.537 -0.185
N 0.136 -0.497 2.383 0.102
H -1.298 0.494 6.149 0.107
H -0.824 -1.211 6.338 0.107
H -1.855 -0.720 4.978 0.100
H 1.187 1.172 6.058 0.106
H 2.182 0.460 4.773 0.097
H 1.721 -0.519 6.184 0.106
```



Entry 2:
A structure of composition C20H32MnN4O2PS2 in a non-equilibrium geometry. Source: the Open Molecules 2025 dataset; level of theory: ωB97M-V/def2-TZVPD.

Calculated values
Gap between HOMO and LUMO (spin up / spin down)   5.13 / 7.43 eV
DFT total energy   -3439.153480 a.u.
Charge   +2
Strongest force on any atom   1.38 eV Å⁻¹
Multiplicity   5

```
62
Properties=species:S:1:pos:R:3:nbo_charge:R:1
Mn 0.561 1.686 0.405 1.443
N 2.615 1.636 0.400 -0.815
C 3.305 2.270 -0.753 -0.225
C 3.126 3.783 -0.757 -0.434
C 1.740 4.248 -1.181 -0.214
N 0.702 3.873 -0.184 -0.880
H 2.979 2.042 1.261 0.405
H 2.865 0.648 0.427 0.428
H 2.908 1.836 -1.673 0.217
H 4.369 2.039 -0.707 0.236
H 3.849 4.216 -1.447 0.262
H 3.358 4.186 0.235 0.216
H 1.469 3.795 -2.137 0.203
H 1.759 5.332 -1.311 0.222
H -0.170 4.315 -0.455 0.391
H 0.946 4.286 0.717 0.406
O 0.596 2.642 2.471 -0.766
C 0.626 1.498 3.006 0.646
O 0.567 0.461 2.305 -0.717
H 0.698 1.414 4.098 0.151
N -4.427 1.960 0.160 -0.490
C -3.609 1.360 -0.947 -0.250
C -2.202 1.944 -0.910 -0.255
N -1.552 1.708 0.402 -0.763
C -2.354 2.374 1.448 -0.251
C -3.760 1.784 1.496 -0.244
H -5.354 1.529 0.176 0.455
H -4.558 2.957 -0.018 0.433
H -4.088 1.565 -1.903 0.254
H -3.557 0.283 -0.785 0.267
H -2.232 3.023 -1.089 0.202
H -1.615 1.481 -1.701 0.267
H -1.629 0.672 0.600 0.467
H -2.390 3.447 1.239 0.210
H -1.884 2.240 2.420 0.270
H -4.360 2.278 2.258 0.256
H -3.714 0.717 1.708 0.258
S -1.815 -1.589 0.920 -0.620
P -0.146 -1.904 -0.136 1.224
S 0.563 -0.200 -1.076 -0.513
C -0.493 -3.096 -1.448 -0.329
C -0.776 -4.390 -1.013 -0.206
C -1.093 -5.366 -1.941 -0.179
C -1.128 -5.048 -3.293 -0.172
C -0.845 -3.760 -3.720 -0.202
C -0.530 -2.772 -2.798 -0.219
C 1.164 -2.634 0.864 -0.477
C 0.987 -2.825 2.228 -0.169
C 1.968 -3.490 2.949 -0.192
C 3.110 -3.950 2.309 -0.168
C 3.294 -3.729 0.949 -0.223
C 2.319 -3.073 0.217 -0.129
H -0.741 -4.626 0.044 0.234
H -1.308 -6.373 -1.609 0.235
H -1.367 -5.815 -4.018 0.234
H -0.865 -3.524 -4.776 0.230
H -0.302 -1.766 -3.128 0.219
H 0.092 -2.464 2.715 0.246
H 1.835 -3.654 4.010 0.231
H 3.863 -4.488 2.869 0.234
H 4.191 -4.077 0.456 0.233
H 2.440 -2.913 -0.848 0.217
```



Entry 3:
The molecule C20H32N2OS. Source: the Open Molecules 2025 dataset; level of theory: ωB97M-V/def2-TZVPD.

Calculated values
Relative energy (zero: lowest compared OMol25 entry of this formula, charge and spin)   0.00 kcal per mole
Gap between HOMO and LUMO   9.04 eV
DFT total energy   -1364.269319 a.u.
Strongest force on any atom   0.78 eV Å⁻¹
Multiplicity   1

```
56
Properties=species:S:1:pos:R:3:nbo_charge:R:1
C 2.391 3.437 -0.049 -0.600
H 3.140 3.791 -0.756 0.201
H 2.506 3.993 0.878 0.211
C 2.561 1.942 0.202 -0.239
C 3.947 1.627 0.761 -0.382
C 4.089 0.121 0.966 -0.230
C 5.469 -0.245 1.498 -0.600
H 6.242 0.053 0.792 0.199
H 5.548 -1.318 1.660 0.205
H 5.657 0.259 2.444 0.210
C 3.808 -0.589 -0.359 -0.204
N 2.469 -0.271 -0.811 -0.460
C 2.347 1.145 -1.085 -0.206
H 1.341 1.338 -1.469 0.199
H 3.074 1.478 -1.852 0.156
C 2.000 -1.118 -1.885 -0.208
C 1.607 -2.512 -1.376 -0.413
H 1.011 -3.007 -2.146 0.201
H 2.495 -3.122 -1.205 0.209
C 0.819 -2.440 -0.067 -0.228
N -0.325 -1.566 -0.168 -0.614
C -0.479 -0.485 0.636 0.675
O 0.231 -0.252 1.592 -0.615
C -1.614 0.392 0.236 -0.173
C -1.446 1.736 0.099 -0.372
S -2.880 2.525 -0.413 0.447
C -3.745 1.023 -0.418 -0.170
C -2.951 -0.022 -0.051 -0.062
C -3.476 -1.416 0.119 -0.437
H -2.663 -2.062 0.451 0.228
C -4.605 -1.489 1.154 -0.386
C -5.961 -1.007 0.641 -0.394
C -6.056 0.498 0.402 -0.386
H -5.766 1.033 1.308 0.203
H -7.098 0.747 0.187 0.207
C -5.193 0.985 -0.768 -0.442
H -5.510 1.988 -1.059 0.220
H -5.349 0.321 -1.625 0.212
H -6.720 -1.282 1.378 0.209
H -6.201 -1.533 -0.286 0.190
H -4.318 -0.909 2.034 0.205
H -4.713 -2.531 1.465 0.206
H -3.846 -1.796 -0.839 0.206
H -0.549 2.299 0.262 0.241
H -0.890 -1.640 -0.999 0.392
H 1.443 -2.024 0.725 0.244
H 0.492 -3.448 0.220 0.189
H 2.744 -1.225 -2.697 0.171
H 1.115 -0.641 -2.315 0.194
H 3.886 -1.668 -0.217 0.195
H 4.567 -0.289 -1.109 0.157
H 3.325 -0.199 1.681 0.215
H 4.094 2.149 1.709 0.207
H 4.712 1.976 0.062 0.189
H 1.815 1.600 0.926 0.227
H 1.408 3.655 -0.462 0.200
```



Entry 4:
The molecule C20H32NO5P in a non-equilibrium geometry. Source: the Open Molecules 2025 dataset; level of theory: ωB97M-V/def2-TZVPD.

Calculated values
Relative energy (zero: lowest compared OMol25 entry of this formula, charge and spin)   30.53 kcal per mole
Gap between HOMO and LUMO   7.32 eV
DFT total energy   -1553.548017 a.u.
Strongest force on any atom   5.26 eV Å⁻¹
Multiplicity   1

```
59
Properties=species:S:1:pos:R:3:nbo_charge:R:1
C 2.618 3.022 0.758 -0.624
C 1.303 2.299 0.848 -0.057
O 1.478 1.118 1.692 -0.841
P 0.438 -0.109 1.609 2.421
C -0.532 0.008 3.172 -0.924
C -1.962 -0.105 2.707 0.818
O -2.621 -1.114 2.890 -0.624
O -2.412 0.970 2.044 -0.504
C -3.592 0.736 1.200 -0.067
C -3.396 -0.225 0.067 -0.664
O -0.341 -0.115 0.335 -1.106
O 1.353 -1.386 1.871 -0.833
C 1.257 -2.542 0.975 -0.057
C 2.500 -3.355 1.197 -0.625
H 2.464 3.937 0.187 0.216
H 3.019 3.288 1.737 0.214
H 3.361 2.416 0.238 0.213
H 0.537 2.961 1.276 0.181
H 0.975 1.989 -0.154 0.204
H -0.354 0.999 3.617 0.307
H -4.393 0.401 1.858 0.190
H -3.848 1.731 0.838 0.190
H -4.121 0.012 -0.720 0.212
H -2.379 -0.181 -0.333 0.264
H -3.601 -1.237 0.424 0.219
H 0.359 -3.121 1.228 0.187
H 1.201 -2.225 -0.077 0.199
H 2.469 -4.230 0.554 0.214
H 3.407 -2.803 0.945 0.215
H 2.581 -3.676 2.237 0.218
C -2.564 -1.168 8.230 -0.401
C -2.731 -1.929 6.919 -0.404
C -2.300 -1.109 5.708 -0.219
N -0.965 -0.542 5.854 -0.447
C -0.036 -0.567 4.878 0.001
C 1.375 -0.533 5.259 0.019
C 1.793 -1.183 6.459 -0.231
C 3.098 -1.074 6.930 -0.215
C 4.062 -0.393 6.178 -0.239
C 3.691 0.189 4.969 -0.193
C 2.371 0.144 4.523 -0.257
C -0.792 0.250 7.114 -0.219
C -1.172 -0.554 8.363 -0.406
H -3.307 -0.360 8.273 0.195
H -2.724 -1.859 9.063 0.211
H -2.139 -2.850 6.935 0.198
H -3.769 -2.235 6.760 0.212
H -2.313 -1.713 4.796 0.250
H -3.015 -0.275 5.579 0.168
H -0.354 -1.213 3.935 0.325
H 1.074 -1.788 7.018 0.213
H 3.370 -1.554 7.874 0.213
H 5.091 -0.325 6.543 0.212
H 4.464 0.683 4.360 0.211
H 2.107 0.631 3.585 0.232
H 0.244 0.617 7.187 0.226
H -1.473 1.118 7.041 0.177
H -1.108 0.123 9.225 0.214
H -0.426 -1.346 8.532 0.197
```